1.
The following is a quantum chemistry calculation of a cluster of 7 separate species, C28H70O14 in total in a non-equilibrium geometry, from the Open Molecules 2025 dataset.

Results
- Charge: 0
- Gap between HOMO and LUMO: 0.3677 Ha
- SMILES: COCCOC.COCCOC.COCCOC.COCCOC.COCCOC.COCCOC.COCCOC
- Highest occupied orbital energy: -9.34 eV

Atoms and positions in Å:
1 C 1.369 -4.613 3.296
2 O 2.097 -3.453 2.936
3 C 1.597 -2.873 1.787
4 C 0.127 -2.359 1.865
5 O 0.117 -1.170 2.704
6 C -1.181 -0.598 2.844
7 H 0.449 -4.387 3.836
8 H 1.977 -5.337 3.839
9 H 1.100 -5.185 2.408
10 H 1.722 -3.517 0.916
11 H 2.147 -1.936 1.701
12 H -0.525 -3.134 2.268
13 H -0.198 -2.165 0.843
14 H -1.070 0.119 3.657
15 H -1.891 -1.313 3.260
16 H -1.565 -0.178 1.914
17 C 1.222 5.310 4.861
18 O 0.583 4.134 4.327
19 C -0.054 3.169 5.220
20 C -1.470 3.725 5.654
21 O -1.882 2.863 6.702
22 C -2.790 3.464 7.531
23 H 0.698 6.013 5.508
24 H 1.555 5.952 4.046
25 H 2.031 4.935 5.487
26 H 0.562 2.864 6.065
27 H -0.262 2.237 4.695
28 H -2.188 3.708 4.834
29 H -1.364 4.753 6.001
30 H -3.087 2.711 8.260
31 H -3.649 3.941 7.058
32 H -2.259 4.279 8.023
33 C -2.619 -5.689 2.169
34 O -1.488 -5.635 1.343
35 C -1.841 -5.802 -0.096
36 C -0.619 -5.857 -1.033
37 O 0.146 -4.653 -1.110
38 C 1.089 -4.740 -2.176
39 H -3.038 -6.693 2.240
40 H -3.352 -5.014 1.728
41 H -2.178 -5.264 3.071
42 H -2.571 -5.013 -0.272
43 H -2.494 -6.663 -0.241
44 H -0.915 -6.288 -1.989
45 H 0.114 -6.586 -0.687
46 H 1.827 -3.938 -2.196
47 H 0.609 -4.658 -3.151
48 H 1.704 -5.616 -1.971
49 C -5.069 4.860 4.177
50 O -3.759 5.365 3.712
51 C -3.511 4.692 2.481
52 C -2.286 5.405 1.909
53 O -2.242 6.831 1.957
54 C -1.103 7.358 1.265
55 H -5.817 5.064 3.410
56 H -5.394 5.375 5.081
57 H -5.024 3.795 4.402
58 H -4.317 4.801 1.757
59 H -3.142 3.699 2.737
60 H -1.978 5.039 0.929
61 H -1.418 5.127 2.507
62 H -1.000 7.069 0.219
63 H -0.240 7.053 1.857
64 H -1.147 8.444 1.342
65 C 1.828 1.483 -5.605
66 O 1.433 1.461 -7.005
67 C 0.048 1.383 -7.163
68 C -0.206 1.259 -8.687
69 O -1.566 1.505 -8.944
70 C -1.794 1.455 -10.352
71 H 2.770 0.961 -5.436
72 H 1.172 0.933 -4.931
73 H 1.772 2.478 -5.162
74 H -0.452 2.242 -6.714
75 H -0.390 0.503 -6.691
76 H 0.064 0.294 -9.115
77 H 0.435 2.076 -9.020
78 H -1.980 0.458 -10.751
79 H -0.938 1.919 -10.843
80 H -2.665 2.011 -10.700
81 C 0.192 -1.072 -2.516
82 O -0.040 0.304 -2.857
83 C -0.705 1.109 -1.951
84 C 0.050 1.309 -0.606
85 O -0.248 2.529 0.028
86 C 0.302 2.718 1.299
87 H 0.877 -1.161 -1.673
88 H 0.669 -1.656 -3.303
89 H -0.751 -1.614 -2.443
90 H -1.711 0.700 -1.857
91 H -0.893 2.050 -2.468
92 H 1.106 1.038 -0.593
93 H -0.437 0.516 -0.039
94 H 0.180 3.748 1.633
95 H 1.357 2.463 1.401
96 H -0.223 2.181 2.090
97 C 3.753 -1.355 -2.998
98 O 3.777 -2.392 -2.060
99 C 4.994 -3.018 -1.662
100 C 4.716 -4.332 -0.917
101 O 4.358 -5.277 -1.889
102 C 4.110 -6.575 -1.415
103 H 3.032 -1.470 -3.807
104 H 4.727 -1.370 -3.488
105 H 3.520 -0.423 -2.482
106 H 5.579 -2.387 -0.993
107 H 5.654 -3.147 -2.519
108 H 3.865 -4.266 -0.239
109 H 5.622 -4.633 -0.390
110 H 5.069 -6.983 -1.096
111 H 3.709 -7.196 -2.216
112 H 3.417 -6.587 -0.573

2.
The following is a quantum chemistry calculation of the molecule C4H4OS2 in a non-equilibrium geometry, from the Open Molecules 2025 dataset.

Results
- Charge: 0
- Gap between HOMO and LUMO (alpha / beta): 0.2348 / 0.2954 Ha
- 2S+1: 3
- <S²>: 2.007
- Highest occupied orbital energy (alpha / beta): -5.79 / -9.25 eV

Atoms and positions in Å:
1 C 0.382 -0.310 0.055
2 C 1.071 1.880 -1.089
3 C -0.635 0.256 -0.844
4 C -0.079 -0.884 1.341
5 O -0.108 1.557 -1.334
6 S 1.855 0.873 -0.006
7 S 0.562 -2.064 0.150
8 H -0.920 -0.184 -1.752
9 H -1.413 0.498 -0.213
10 H 0.467 -0.882 2.317
11 H -1.182 -0.740 1.375

3.
The following is a quantum chemistry calculation of a cluster of 2 separate species, C4H11NO in total in a non-equilibrium geometry, from the Open Molecules 2025 dataset.

Results
- Charge: 0
- Gap between HOMO and LUMO: 0.3063 Ha
- SMILES: C=C(C)NC.O
- Highest occupied orbital energy: -7.62 eV

Atoms and positions in Å:
1 C 0.464 -1.754 -0.513
2 C 0.537 -0.655 0.255
3 C 1.666 -0.549 1.259
4 N -0.180 0.506 0.004
5 C -0.127 1.723 0.814
6 H 0.896 -2.626 -0.044
7 H 0.059 -1.863 -1.510
8 H 2.254 -1.472 1.371
9 H 1.428 -0.101 2.246
10 H 2.342 0.256 0.875
11 H -0.945 0.527 -0.638
12 H -1.116 2.140 0.994
13 H 0.441 2.472 0.261
14 H 0.271 1.442 1.789
15 O -2.681 -0.350 -2.459
16 H -1.948 0.027 -1.982
17 H -3.363 0.276 -2.719

4.
The following is a quantum chemistry calculation of a cluster of 2 separate species, C6H12O in total in a non-equilibrium geometry, from the Open Molecules 2025 dataset.

Results
- Charge: 0
- Gap between HOMO and LUMO: 0.3438 Ha
- SMILES: C=C/C(C)=C/C.O
- Highest occupied orbital energy: -8.66 eV

Atoms and positions in Å:
1 C 0.438 -0.484 -2.258
2 C 0.910 -0.551 -1.037
3 C 0.745 0.358 0.034
4 C 0.681 1.901 -0.298
5 C 0.634 -0.148 1.268
6 C 0.366 0.632 2.588
7 H -0.209 0.216 -2.699
8 H 0.608 -1.066 -3.220
9 H 1.253 -1.679 -0.813
10 H -0.339 2.341 0.008
11 H 0.886 2.368 -1.283
12 H 1.601 2.300 0.437
13 H 0.485 -1.224 1.535
14 H 0.516 -0.009 3.596
15 H -0.573 1.150 2.740
16 H 1.081 1.545 2.544
17 O -2.858 -1.721 -0.452
18 H -3.030 -1.005 -0.996
19 H -2.058 -1.417 -0.011

Relative energy (zero: lowest compared OMol25 entry of this formula, charge and spin), respectively: 177.6, 27.5, 47.3, 83.8 kcal/mol.